Record 1
C47H45ClN7NiO4S4 as an isolated structure, computed with ωB97M-V/def2-TZVPD.

```
109
Properties=species:S:1:pos:R:3:forces:R:3
Ni -1.196 0.249 -1.201 -0.02 -0.23 -0.87
N -1.187 0.650 0.682 0.10 0.27 -0.08
S -0.945 0.332 2.060 0.03 0.57 0.70
N 0.530 0.461 2.772 0.71 0.33 -0.63
S 1.894 0.418 2.017 0.48 -0.98 0.05
N 2.101 -0.286 0.662 0.13 0.44 0.23
S 1.907 0.130 -0.973 1.73 0.78 1.39
N 0.699 -0.284 -1.595 -2.01 -0.29 -1.09
C 3.322 -0.810 -1.631 0.15 0.61 0.44
C 3.128 -1.277 -2.902 0.79 -0.97 -0.99
C 4.131 -2.089 -3.524 -0.44 0.74 1.43
C 5.257 -2.340 -2.771 1.60 -0.21 0.86
C 5.496 -1.787 -1.449 0.17 -0.65 -1.47
C 4.505 -1.018 -0.885 -1.03 0.43 -0.51
C 2.263 1.939 -1.066 -0.25 -0.09 0.11
C 1.256 2.769 -0.515 -0.51 -1.09 -0.86
C 1.311 4.116 -0.879 -1.52 0.76 1.67
C 2.374 4.631 -1.569 1.75 -0.33 -0.51
C 3.404 3.819 -2.040 0.44 -0.81 -0.17
C 3.326 2.458 -1.833 -1.48 -0.80 0.62
C 2.673 2.003 2.016 -0.60 -0.19 1.29
C 1.939 3.002 2.602 -0.46 1.51 -0.87
C 2.404 4.328 2.531 -0.44 -1.76 0.76
C 3.683 4.604 2.160 1.61 -1.01 0.27
C 4.506 3.519 1.821 0.42 -1.52 -1.03
C 3.994 2.192 1.682 1.87 0.09 -1.16
C 2.927 -0.517 3.208 -1.41 -0.16 -2.79
C 3.177 -0.008 4.442 0.50 1.69 0.56
C 3.988 -0.737 5.285 -0.12 -1.22 0.10
C 4.480 -1.957 4.811 -0.73 1.99 0.45
C 4.216 -2.365 3.553 0.67 -1.55 -1.34
C 3.375 -1.729 2.699 -0.63 1.36 0.14
C -1.417 -1.248 2.653 -0.20 0.48 -0.24
C -2.784 -1.500 2.636 -0.72 -1.05 0.21
C -3.257 -2.622 3.303 0.66 0.41 -0.85
C -2.376 -3.540 3.865 -0.68 -0.95 0.47
C -1.010 -3.335 3.756 0.11 1.20 0.13
C -0.517 -2.107 3.201 1.09 -2.44 1.20
C -1.899 1.333 3.213 0.90 -1.32 1.30
C -2.067 1.020 4.597 0.04 0.63 -2.84
C -2.937 1.811 5.295 0.78 -0.51 -0.32
C -3.577 2.898 4.717 -1.30 0.73 0.79
C -3.319 3.218 3.388 -0.20 -0.44 1.18
C -2.467 2.408 2.644 -0.47 1.78 -0.42
H 2.213 -1.063 -3.417 -0.38 0.10 -0.09
H 4.027 -2.515 -4.518 -0.15 0.20 0.21
H 6.072 -2.981 -3.185 -0.81 0.62 0.31
H 6.489 -1.988 -0.996 -0.99 0.22 -0.10
H 4.475 -0.504 0.066 0.73 -0.40 0.22
H 0.338 2.326 0.009 1.47 0.80 -0.67
H 0.511 4.825 -0.498 1.00 -1.07 -0.55
H 2.557 5.661 -1.727 -0.59 1.10 -0.10
H 4.311 4.100 -2.596 -0.79 0.68 0.27
H 3.987 1.796 -2.350 0.54 -0.38 0.04
H 0.939 2.808 2.962 -0.02 -0.02 0.03
H 1.778 5.057 2.935 -0.89 1.29 0.41
H 4.145 5.568 2.322 -0.24 0.14 -0.38
H 5.572 3.648 1.564 -0.71 0.16 0.24
H 4.628 1.317 1.228 -1.16 1.94 1.10
H 2.910 1.043 4.646 -0.17 -0.74 0.19
H 4.212 -0.455 6.297 0.06 0.43 0.15
H 5.114 -2.549 5.367 1.29 -0.95 1.39
H 4.781 -3.166 3.142 0.16 -1.05 0.02
H 3.100 -2.074 1.703 0.26 0.13 0.29
H -3.553 -0.940 2.106 0.63 0.55 0.11
H -4.309 -2.787 3.273 -0.61 -0.25 0.27
H -2.867 -4.412 4.382 1.06 0.80 -0.52
H -0.300 -4.004 4.220 -0.02 -0.16 -0.08
H 0.600 -1.965 3.301 -1.64 0.25 -0.42
H -1.551 0.173 4.979 0.18 -0.53 0.61
H -3.038 1.501 6.291 -0.66 0.18 1.43
H -4.327 3.437 5.391 1.19 -0.48 -1.36
H -3.777 4.059 2.925 -0.28 0.55 -0.25
H -2.204 2.740 1.653 -0.15 -0.41 -0.44
N -3.391 -5.014 0.116 0.82 1.80 -0.55
C -2.044 -4.410 -0.013 -2.41 0.77 -1.41
C -2.223 -2.944 -0.427 2.40 1.26 0.21
O -1.314 -2.114 -0.293 -1.24 -1.20 -0.25
O -3.346 -2.588 -0.985 -1.50 -1.02 0.16
H -3.332 -5.952 -0.125 -0.07 -2.01 -0.72
H -3.976 -3.368 -0.934 0.75 0.65 -0.01
H -3.631 -5.006 1.065 -0.75 0.16 1.66
H -1.614 -4.922 -0.859 0.85 0.04 -0.06
H -1.486 -4.415 0.875 1.10 -0.25 1.02
Cl -1.669 4.488 -3.902 -0.64 0.03 1.04
C -2.381 4.343 -2.211 0.10 0.91 -0.40
C -1.799 3.243 -1.404 0.85 -1.67 0.52
O -1.880 3.411 -0.190 0.02 0.23 0.13
O -1.319 2.192 -1.980 -0.43 0.07 -0.10
H -3.454 4.094 -2.237 0.31 0.50 -0.49
H -2.202 5.270 -1.612 -0.28 -0.59 -1.02
N -1.268 1.027 -4.639 -1.08 0.46 0.81
C -2.157 -0.003 -4.626 2.26 0.38 2.29
S -2.448 -0.825 -3.113 -0.37 0.75 -0.81
N -2.502 -0.507 -5.790 -0.40 -0.65 -1.90
C -3.479 -1.566 -5.923 -0.79 0.77 -1.01
C -4.826 -1.305 -5.582 0.40 -0.19 0.28
C -5.756 -2.348 -5.611 1.47 -0.06 0.22
C -5.375 -3.637 -5.967 1.80 0.86 -0.59
C -4.066 -3.840 -6.463 -0.25 0.37 0.11
C -3.133 -2.759 -6.533 0.06 -1.87 1.36
H -1.297 1.656 -3.780 0.39 -0.84 -0.98
H -1.138 1.479 -5.535 -0.03 0.25 0.22
H -1.943 -0.224 -6.627 -1.01 -0.34 1.06
H -5.095 -0.315 -5.194 0.11 -0.49 -0.19
H -6.717 -2.263 -5.185 -1.04 0.62 0.20
H -6.081 -4.417 -5.790 -0.15 -0.65 -0.25
H -3.740 -4.859 -6.713 -0.12 0.61 -0.07
H -2.065 -3.006 -6.722 -0.94 0.40 -0.18
```
Positions in Å, forces in eV/Å.

## Properties
Spin multiplicity ... 3
Largest force on an atom ... 0.0630 Eh/bohr
HOMO energy (spin up / spin down) ... -0.3737 / -0.3765 Ha
HOMO-LUMO gap (spin up / spin down) ... 8.206 / 8.283 eV
Expectation value of S² ... 2.005
Relative energy (zero: lowest compared OMol25 entry of this formula, charge and spin) ... 21.2 kcal/mol
Net charge ... +1


Record 2
C47H45F5LaN6S6 as an isolated structure, computed with ωB97M-V/def2-TZVPD.

```
110
Properties=species:S:1:pos:R:3:forces:R:3
La -1.046 0.140 0.017 -0.80 -0.33 0.32
S -3.379 0.067 1.900 0.27 0.01 -0.35
C -2.891 -0.886 3.261 0.02 -0.04 -0.02
C -3.325 -0.524 4.543 0.02 -0.03 -0.06
C -2.971 -1.264 5.649 0.03 -0.09 0.13
C -2.161 -2.386 5.516 0.03 -0.09 0.18
C -1.754 -2.791 4.257 0.02 -0.01 0.06
C -2.134 -2.062 3.143 -0.01 0.08 -0.13
S -1.734 -2.684 1.530 -0.63 0.59 -0.18
C -3.446 -2.914 0.897 0.35 -0.08 0.31
C -3.864 -2.208 -0.375 -0.59 -0.48 0.01
C -5.130 -2.561 -0.801 0.20 -0.09 0.27
C -5.641 -1.962 -1.964 0.24 0.22 -0.14
C -4.861 -1.093 -2.648 -0.28 -0.01 0.03
C -3.531 -0.773 -2.192 0.18 -0.24 0.07
C -2.744 0.072 -2.910 0.35 0.32 0.18
S -1.601 2.954 -1.825 0.32 0.26 0.03
C -3.471 3.635 0.042 -0.32 -0.45 0.64
C -4.841 3.637 -0.160 -0.09 0.06 -0.18
C -5.690 3.293 0.875 -0.13 0.05 -0.02
C -5.165 2.975 2.120 -0.13 0.16 0.01
C -3.803 2.943 2.313 -0.12 0.17 -0.06
C -2.924 3.224 1.265 0.12 0.48 0.07
S -1.212 3.053 1.486 0.32 -0.55 -0.10
N -3.060 -1.355 -1.014 0.39 0.13 0.07
H -3.957 0.347 4.640 -0.01 0.08 0.02
H -3.337 -0.972 6.625 0.05 0.02 0.05
H -1.874 -2.954 6.389 0.04 -0.07 0.06
H -1.154 -3.680 4.118 0.04 -0.07 0.04
H -4.112 -2.610 1.705 0.02 -0.04 -0.11
H -3.562 -3.992 0.754 -0.07 0.05 -0.01
H -5.717 -3.262 -0.229 -0.02 -0.07 0.09
H -6.640 -2.206 -2.296 -0.09 0.02 -0.12
H -5.208 -0.617 -3.552 -0.04 0.07 -0.11
H -3.116 0.527 -3.810 -0.04 0.19 -0.14
H -1.702 0.265 -2.677 0.05 -0.20 -0.14
H -5.232 3.929 -1.126 -0.01 -0.03 -0.08
H -6.757 3.275 0.713 -0.12 0.03 -0.02
H -5.829 2.723 2.933 -0.06 -0.05 0.09
H -3.374 2.673 3.265 -0.01 -0.04 0.06
C 2.864 3.893 -4.511 -0.23 -0.01 -0.03
C 1.786 2.802 -4.520 0.06 0.05 0.05
C 2.366 1.502 -4.023 -0.17 -0.02 0.01
C 3.162 0.794 -4.912 0.04 -0.04 -0.07
C 3.819 -0.358 -4.536 0.05 -0.03 -0.02
C 3.734 -0.772 -3.223 0.03 0.13 -0.11
C 2.939 -0.102 -2.306 0.05 0.14 0.22
C 2.992 -0.526 -0.870 0.08 -0.02 -0.11
C 4.409 -0.414 -0.305 -0.20 -0.01 0.03
C 2.178 1.004 -2.715 0.92 -0.40 -0.70
N 1.156 1.542 -1.933 -1.19 0.98 0.57
C 1.158 2.813 -1.693 0.90 -0.76 -0.13
C 0.026 3.633 -1.478 -0.97 0.97 0.12
C 0.128 4.989 -1.353 0.27 -1.20 0.00
C -0.978 5.854 -1.199 -0.46 0.42 -0.15
C -2.228 5.392 -0.925 0.42 0.14 -0.08
N -2.609 4.094 -0.991 0.34 -0.24 -0.33
H 2.453 4.850 -4.826 -0.01 0.11 -0.06
H 3.680 3.624 -5.180 0.07 0.01 -0.03
H 3.283 4.012 -3.514 0.07 0.03 0.09
H 1.428 2.678 -5.545 -0.07 -0.05 0.05
H 0.940 3.117 -3.909 -0.04 0.00 -0.25
H 3.261 1.157 -5.927 -0.02 0.08 -0.10
H 4.409 -0.912 -5.252 0.08 -0.04 -0.07
H 4.297 -1.636 -2.900 0.07 -0.07 0.10
H 2.654 -1.558 -0.773 -0.09 0.07 0.05
H 2.325 0.097 -0.278 0.07 -0.29 -0.09
H 5.102 -1.059 -0.843 0.10 -0.01 -0.06
H 4.419 -0.711 0.740 0.02 -0.03 0.13
H 4.770 0.610 -0.379 0.12 0.13 0.00
H 2.097 3.379 -1.753 -0.02 -0.05 -0.17
H 1.120 5.417 -1.285 0.13 0.00 0.03
H -0.802 6.916 -1.149 -0.05 0.09 0.03
H -3.002 6.062 -0.565 0.01 -0.04 0.02
F 5.350 -3.134 5.545 -0.33 0.07 -0.23
C 4.362 -2.877 4.659 -0.10 0.04 -0.07
C 4.219 -1.611 4.101 0.21 -0.05 0.22
F 5.064 -0.619 4.459 -0.17 -0.27 -0.03
C 3.221 -1.359 3.181 -0.32 -0.33 -0.10
F 3.123 -0.096 2.709 0.13 -0.35 0.14
C 2.332 -2.352 2.717 0.86 0.04 0.79
S 1.193 -2.114 1.481 -0.58 0.01 -0.50
C 2.486 -3.613 3.341 -0.17 0.42 -0.28
F 1.651 -4.618 3.000 0.29 0.15 0.14
C 3.460 -3.870 4.284 0.27 -0.05 0.21
F 3.553 -5.093 4.846 0.03 0.27 -0.14
C 2.531 -3.947 -2.315 0.15 0.15 -0.08
N 1.357 -4.076 -1.510 -0.30 -0.09 0.11
C 1.127 -5.249 -0.691 0.07 -0.24 0.00
C -0.316 -5.055 -0.205 0.00 -0.36 0.31
N -0.768 -3.930 -0.999 0.19 -0.01 0.05
C 0.264 -3.302 -1.584 -0.04 -0.30 -0.10
S 0.178 -1.822 -2.342 -0.17 0.73 -0.13
H 2.627 -4.809 -2.987 0.00 0.04 0.04
H 3.423 -3.891 -1.687 0.02 0.03 -0.02
H 2.434 -3.037 -2.908 0.08 -0.07 0.05
H 1.837 -5.266 0.142 -0.08 -0.05 -0.05
H 1.255 -6.161 -1.289 -0.01 0.06 0.03
H -0.333 -4.808 0.858 0.00 -0.02 -0.08
H -0.947 -5.927 -0.387 0.07 -0.03 0.03
H -1.607 -3.415 -0.782 0.00 0.12 -0.27
C 2.460 4.315 1.705 0.01 0.02 0.09
C 2.711 2.909 2.254 0.43 0.54 0.36
C 1.836 1.974 1.615 -0.67 -0.87 -0.48
N 1.105 1.260 1.098 0.25 0.37 0.24
H 3.037 5.040 2.273 0.05 0.07 0.02
H 1.401 4.553 1.782 -0.07 0.08 -0.03
H 2.752 4.377 0.660 0.02 0.01 -0.09
H 2.489 2.870 3.323 0.10 -0.02 -0.02
H 3.746 2.592 2.105 -0.10 -0.03 0.07
```
Positions in Å, forces in eV/Å.

## Properties
Largest force on an atom ... 0.0320 Eh/bohr
HOMO energy ... -0.1264 Ha
HOMO-LUMO gap ... 5.003 eV
Relative energy (zero: lowest compared OMol25 entry of this formula, charge and spin) ... 105.9 kcal/mol
Net charge ... -1